No. 1
The following is a quantum chemistry calculation of an isolated molecule of C20H27N3OS, from the Open Molecules 2025 dataset.

LUMO energy in eV: 0.67
HOMO energy in eV: -7.64
HOMO-LUMO gap in hartree: 0.306
Relative energy (zero: lowest compared OMol25 entry of this formula, charge and spin) in kcal/mol: 17.6
SMILES: Cc1ccc(N[C@@H]2CCCN(C(=O)CCc3scnc3C)C2)cc1C

Each line ends with the Mulliken charge.
Positions of all 52 atoms, in Å:
H -5.5112 -0.6366 -2.5415  0.329
C -2.0947 -0.2036 0.2476  0.911
H 5.7774 -0.4011 2.3922  0.480
N -0.7224 -0.0245 0.1820  0.109
H 1.8985 0.2685 -3.0245  0.450
C 2.2423 0.0711 -2.0077  -0.411
C 1.5748 0.1389 0.9085  -1.323
C -2.7398 -0.7499 1.3543  -0.656
H -0.4424 2.7442 0.4329  0.282
C 5.2993 -0.6329 1.4617  -0.185
C 4.3175 -1.8230 -0.0934  0.086
C -5.0145 0.2450 -2.1374  -1.704
H 3.8685 -1.1401 -2.7426  0.372
C -4.1044 -0.9670 1.3200  -1.320
H -4.5862 -1.3901 2.1906  0.302
C -4.8699 -0.6567 0.2069  1.080
C 0.1039 0.1409 1.3553  -0.147
H 4.2742 0.5683 -2.4985  0.419
C -0.1881 1.4377 2.1318  -0.935
N 4.8800 -1.8000 1.1437  -0.665
H -0.4395 0.5716 -0.5852  0.038
S 5.0468 0.5933 0.2608  -0.135
O 2.1492 2.4367 -1.8095  -0.709
H -5.7848 0.9789 -1.9019  0.332
H 2.2182 0.1678 1.7959  0.391
C 1.6588 2.5398 0.8424  -1.188
H 0.0891 3.5677 1.8983  0.457
H -2.3743 0.5375 -1.7376  0.371
H -6.6672 -1.3302 1.1517  0.370
H -0.0554 -0.7228 2.0101  0.424
H 1.7927 -0.7782 0.3673  0.065
H -1.2506 1.4799 2.3784  0.497
H -6.6251 -1.5887 -0.5953  0.327
H 2.3327 2.5357 1.7062  0.332
H 0.3788 1.4236 3.0653  0.449
H 1.6652 -0.7576 -1.6025  0.361
H -2.1865 -1.0106 2.2429  0.341
H -6.8948 0.0279 0.0452  0.317
C 3.7777 -3.1090 -0.6229  -1.278
C 0.2081 2.6598 1.3059  -0.620
C -4.2308 -0.1092 -0.9101  0.883
C 4.3081 -0.6163 -0.7400  1.054
H 2.6886 -3.1227 -0.5794  0.275
H -4.3656 0.6588 -2.9052  0.378
H 4.1571 -3.9252 -0.0154  0.385
C -6.3486 -0.9018 0.2046  -1.511
C 3.7404 -0.2845 -2.0747  -1.184
N 1.8504 1.3041 0.1048  0.275
C -2.8659 0.1104 -0.8728  -0.753
C 2.0588 1.3673 -1.2328  0.650
H 1.9267 3.3652 0.1816  0.588
H 4.0788 -3.2581 -1.6579  0.342


No. 2
The following is a quantum chemistry calculation of a structure of composition CH15NO5, from the Open Molecules 2025 dataset.

LUMO energy in eV: 0.44
HOMO energy in eV: -10.48
HOMO-LUMO gap in hartree: 0.401
Relative energy (zero: lowest compared OMol25 entry of this formula, charge and spin) in kcal/mol: 16.9

Each line ends with the Mulliken charge.
Positions of all 22 atoms, in Å:
H 0.0824 -1.1562 -1.8159  0.393
C 1.2223 0.0387 1.9889  -0.941
H -1.2499 0.5736 -1.1872  0.435
N 0.0308 0.5851 1.2756  -0.400
H 2.0570 0.7405 1.8831  0.345
H -0.2611 1.4889 1.6367  0.290
H -1.1804 -1.9146 -1.5065  0.306
H 2.6667 0.3045 -0.5925  0.339
O -2.8400 -0.1265 1.1215  -0.673
O -2.2216 0.6075 -1.4293  -0.723
O 0.3787 0.4975 -1.1837  -0.998
H -2.3702 0.7762 -2.3572  0.288
H -2.9707 0.0489 0.1657  0.355
H 0.9474 -0.1020 3.0173  0.341
H 0.7595 1.3100 -1.5301  0.231
H -0.7320 -0.0857 1.3279  0.314
H -3.2325 -0.9867 1.2754  0.306
H 0.2742 0.7356 0.0396  0.438
O -0.2640 -2.0708 -1.7700  -0.672
H 1.5179 -0.8270 1.3919  0.368
O 3.6002 0.0727 -0.5016  -0.650
H 3.7852 -0.5102 -1.2496  0.309


No. 3
The following is a quantum chemistry calculation of a cluster of 7 separate species, C30H70BClNO13S in total, from the Open Molecules 2025 dataset.

LUMO energy in eV: 1.62
HOMO energy in eV: -4.13
Net charge: -1
HOMO-LUMO gap in hartree: 0.211

Each line ends with the Mulliken charge.
Positions of all 117 atoms, in Å:
C -5.3214 -3.0448 1.8466  -1.019
O 3.4542 1.9261 -1.9828  -0.775
H 5.0873 -0.4754 1.2077  -0.247
O 1.5053 1.1200 -3.2934  -0.422
H -5.2994 1.8974 2.7949  0.323
H -0.4102 -1.0803 -0.1321  -0.201
H -7.0537 -1.0508 7.3378  0.258
H 4.3885 6.8398 0.9915  0.354
C 4.5183 -1.8251 -4.7347  -0.712
H 0.7424 2.2759 -1.6142  0.195
C 0.5511 2.0175 -2.7058  -0.141
H 3.9052 -2.6988 -5.1672  0.140
H -6.2134 1.1667 5.0072  0.227
C -1.8096 0.5192 -0.7806  -0.253
C 5.2092 0.4540 3.7342  -0.600
O -3.5999 -1.3919 1.5245  -0.417
C -0.9650 1.4815 -2.8076  -0.415
C -7.5315 -1.1060 6.3546  0.163
H -8.9494 -2.6462 6.8898  0.370
H -6.7733 -0.9180 5.5922  -0.003
H 5.6358 2.2833 2.5529  -0.113
C -8.1735 -2.4627 6.1407  -1.162
H 1.4861 -5.5607 -0.9582  0.252
C 4.3957 6.6334 2.0656  -1.260
C -1.3707 -5.2325 -3.8109  -0.936
H 4.3042 -4.3378 0.5210  0.391
H 5.0906 -1.4045 -5.6431  0.466
N 3.0786 -4.1249 -1.1992  -0.025
H 3.7875 1.8105 0.7461  -0.419
H 2.3362 -1.4135 -0.7465  0.081
H -3.0662 3.9002 -3.9855  0.241
H -6.1083 -2.3134 1.6457  0.198
H -2.1384 -5.9872 -4.0023  0.376
C 5.6252 -2.3796 -3.7298  -0.602
H -4.3050 -0.7446 1.3805  0.192
H -6.9571 2.6984 4.4995  0.383
H -7.8402 1.1647 4.3463  0.280
H 3.8838 4.4927 0.7521  0.217
C 3.9978 -3.4975 -0.2083  -0.882
H 5.2334 -2.6030 -2.6879  -0.083
O -6.1618 0.0548 2.5809  -0.406
C -6.8583 1.6368 4.2613  -1.042
H -7.0424 -0.3377 2.6402  0.227
H 7.1140 1.1664 2.6971  0.396
H -4.3340 -1.8770 3.3785  0.175
C -1.0678 -4.4360 -5.0655  -0.211
H 5.3466 1.0955 4.6737  0.320
H -1.8335 -0.8433 1.0773  0.122
H 2.0405 0.6127 -1.4140  0.217
O -3.2812 3.5764 -3.1011  -0.446
H -1.7168 -4.5716 -3.0120  0.184
H 0.7196 -3.9217 -4.4950  0.233
O 3.8590 4.3116 1.7013  -0.346
B 4.5897 1.2064 -1.3465  0.755
O 2.6577 1.8746 4.6490  -0.574
H -0.4859 0.3952 1.0817  0.206
O 2.3615 -3.6219 -3.3511  -0.632
H -3.3044 -3.0979 2.6079  0.388
O -8.5115 -0.0766 6.2634  -0.511
H 6.4876 -1.6241 -3.6251  0.269
C 5.9747 1.1884 2.5158  -0.347
C -6.2898 1.4441 2.8702  -0.270
H -4.5722 4.0346 -1.5858  0.271
H -5.7119 -3.8025 2.5311  0.336
C 4.7970 1.5663 0.2402  0.214
C 5.6535 0.5014 1.0718  0.169
H -1.7836 1.6073 -0.4474  0.277
C 3.6164 -0.6278 -4.1789  0.388
C 3.1267 1.5518 3.5324  0.425
O 4.5367 -0.2294 -1.7458  -0.179
C 3.4094 -0.5834 -2.5967  1.373
H 5.7852 4.9784 1.9525  0.279
C 2.6003 0.8415 -2.4069  -0.860
H 6.1098 -3.3407 -4.1377  0.333
H -5.3034 4.6373 -4.5029  0.336
H 6.6714 0.3690 0.5746  0.356
H 5.0942 7.3200 2.5505  0.372
H 1.8486 -4.5283 0.6083  0.316
C 2.6140 -3.1278 -2.2158  -0.590
H -7.4301 -3.2608 6.2026  0.314
H -5.0786 -3.5218 0.8937  0.329
H -1.6685 2.3301 -2.4605  0.253
O -0.0761 -3.4572 -4.7976  -0.374
H 3.3874 6.8358 2.4360  0.288
H -3.9720 5.4209 -2.5149  0.263
H 4.7650 4.9830 3.4038  0.326
C 2.3989 -1.5906 -1.8811  -0.063
H 3.5175 -2.6901 0.4465  0.345
O 3.8120 0.3244 3.3311  -0.281
C -4.0964 -2.3674 2.4293  -0.237
H 4.9692 -3.1019 -0.6475  0.217
H 6.2747 3.0154 -2.5199  0.012
H -2.9141 0.1934 -0.7259  0.167
C -4.3304 4.3891 -2.5897  -0.272
H -1.2571 1.2677 -3.8977  0.255
H 5.6732 -0.5793 3.9304  0.294
C -1.0662 -0.3194 0.4009  -0.105
Cl 4.2699 0.9280 -4.9119  -0.212
H -9.1736 -0.2439 6.9460  0.289
H -0.4698 -5.7325 -3.4437  0.255
H 1.3462 -1.3222 -2.2723  0.284
H -1.9646 -3.9206 -5.4170  0.286
O -1.2016 0.2673 -2.0590  -0.294
H 5.3871 2.5554 0.2709  -0.042
H 0.9363 -3.8253 -0.8547  0.174
C -5.5473 4.3035 -3.4901  -1.085
C 1.7801 -4.5415 -0.5246  -0.618
H -6.9374 1.9025 2.1160  0.256
C 4.7801 5.1910 2.3316  -0.211
H 2.5708 -0.7706 -4.6395  0.284
H -0.7093 -5.0911 -5.8672  0.246
S 6.3103 1.6996 -2.0910  -0.634
H -8.6584 -2.5074 5.1621  0.291
H 0.5603 3.0163 -3.2854  0.239
H 2.9826 2.3255 2.6913  0.186
H -6.3631 4.9197 -3.1042  0.343
H -5.8929 3.2698 -3.5697  0.288


No. 4
The following is a quantum chemistry calculation of a cluster of 6 separate species, CH13NO6 in total, from the Open Molecules 2025 dataset.

LUMO energy (spin up / spin down) in eV: 3.24 / 3.26
HOMO energy (spin up / spin down) in eV: 0.55 / -6.91
Net charge: -1
HOMO-LUMO gap (spin up / spin down) in hartree: 0.099 / 0.374
Relative energy (zero: lowest compared OMol25 entry of this formula, charge and spin) in kcal/mol: 0.0
Spin multiplicity: 2

Each line ends with the Mulliken charge.
Positions of all 21 atoms, in Å:
O 3.8759 -1.9928 -0.0081  -0.770
O 2.0745 0.8465 -2.0817  -0.626
O 0.7603 -1.4465 -1.4045  -0.608
H 3.7038 -1.0783 -0.2630  0.318
H -1.9421 0.5222 3.3569  0.381
H 1.6390 -1.1267 -1.6710  0.230
H -1.8038 -1.0117 0.7684  0.524
H 0.5389 0.8006 0.0092  0.400
C 0.9086 1.2626 -1.9914  -0.160
H 0.3688 -1.9447 -2.1245  0.295
O -2.6687 0.1819 2.7946  -0.560
N 0.3269 1.3628 -0.8066  -0.461
H -0.6193 1.6962 -0.6630  0.229
H 0.4814 1.7097 -2.8938  0.356
H 3.1317 -2.2124 0.5641  0.361
O -0.8790 -0.7350 0.6940  -0.821
O -1.9649 1.8720 0.6564  -1.191
H -2.7089 2.4015 0.9534  0.422
H -2.7033 -0.7354 3.1361  0.295
H -2.1211 0.9388 0.9026  0.314
H -0.3987 -1.3111 0.0721  0.071


No. 5
The following is a quantum chemistry calculation of an isolated molecule of C8H15B, from the Open Molecules 2025 dataset.

LUMO energy in eV: 0.30
HOMO energy in eV: -8.79
HOMO-LUMO gap in hartree: 0.334
Relative energy (zero: lowest compared OMol25 entry of this formula, charge and spin) in kcal/mol: 56.9
SMILES: B1[C@@H]2CCCCCC[C@H]12

Each line ends with the Mulliken charge.
Positions of all 24 atoms, in Å:
B 3.0080 0.1489 0.2694  0.144
C 0.5188 1.3650 -0.7464  -0.355
C 1.6743 -0.6693 0.4215  -0.232
H -1.5074 2.0565 -0.8430  0.438
H 4.1235 -0.1172 0.1217  -0.043
H -0.6604 2.6987 0.5062  0.353
C -1.6853 -0.6281 -0.1968  -1.150
H -2.6140 -1.0269 0.1334  0.398
C -0.6214 -1.7536 0.0276  -0.516
H 1.3550 -2.5443 -0.5359  0.424
C -1.4316 0.6417 0.6840  -0.075
H -1.7783 -0.2258 -1.1400  0.578
H 1.5587 -0.9698 1.4735  0.238
H 1.3498 1.3958 1.4483  0.158
C 0.8631 -1.5919 -0.5083  -0.914
H 0.9415 -1.2746 -1.5897  0.387
H -0.7199 0.3663 1.5325  0.186
H -2.4738 1.0449 0.9998  0.302
C 1.6189 0.8365 0.3089  -0.333
H -1.0963 -2.5340 -0.6913  0.287
H 1.0268 2.2208 -1.1819  0.428
H 0.2451 0.4859 -1.4380  0.144
C -0.8700 1.7642 -0.0550  -1.150
H -0.6310 -2.2178 1.0147  0.303


No. 6
The following is a quantum chemistry calculation of an isolated molecule of C19H19N3O5, from the Open Molecules 2025 dataset.

LUMO energy in eV: -0.20
HOMO energy in eV: -8.25
HOMO-LUMO gap in hartree: 0.296
Relative energy (zero: lowest compared OMol25 entry of this formula, charge and spin) in kcal/mol: 35.0
SMILES: CCOC(=O)/C(C#N)=C/c1cn(CCC(=O)O)nc1-c1ccc(OC)cc1

Each line ends with the Mulliken charge.
Positions of all 46 atoms, in Å:
N -3.8739 2.3588 -0.6847  -0.609
H -5.5398 -2.6642 -0.4891  0.319
H -1.0908 -1.1430 -0.1948  0.756
O -3.2459 -2.1977 0.0559  -0.644
C 3.5845 -2.1343 -0.7142  -0.312
H 4.4599 -2.3551 -1.3046  0.401
C -0.4712 2.1990 -0.8437  -0.674
H -5.2421 -2.3714 1.9482  0.312
C -5.8936 -1.7473 -0.0053  -0.254
C 2.8888 -0.9654 -0.9569  -0.959
H 2.9918 3.7753 -0.1855  0.304
C -3.6388 -1.0713 -0.1339  0.700
H 1.9523 5.1300 2.8478  0.353
C 1.5114 4.6582 1.0521  0.600
H 5.7148 -3.8581 0.0144  0.334
H 5.1934 -5.5346 0.3112  0.240
C 1.0375 0.5958 -0.5194  -0.206
H 3.2246 -0.2886 -1.7273  0.409
C -3.3622 1.3440 -0.5193  -0.140
H -6.7949 -1.3851 -0.5040  0.311
H 1.6709 3.9885 -2.3273  0.328
H -6.9362 -2.7333 1.5908  0.375
C -0.3731 0.8451 -0.5193  1.197
C -2.7456 0.0945 -0.3336  -0.164
N 0.7707 2.6507 -1.0248  0.685
C -6.1465 -1.9964 1.4749  -1.096
N 1.6897 1.7003 -0.8368  -0.978
C 1.7468 -0.6410 -0.2307  0.068
C 1.3298 -1.5092 0.7799  -0.553
C 2.0205 -2.6732 1.0297  -0.618
H 4.6834 -4.7011 -1.1772  0.338
O 3.7508 -4.1832 0.6036  -0.445
H 0.4805 -1.2552 1.3956  0.651
C 4.8973 -4.5756 -0.1109  -0.838
H -6.4454 -1.0722 1.9639  0.298
C -1.4031 -0.1146 -0.3319  -0.274
O -4.9266 -0.7182 -0.2018  -0.342
O 0.3461 4.4858 1.2795  -0.539
H 2.6033 5.4521 -0.5912  0.441
C 3.1507 -3.0067 0.2798  0.908
O 2.3896 5.0329 1.9869  -0.461
H 0.2994 4.6225 -1.3711  0.288
C 2.1766 4.4933 -0.2949  -0.638
H 1.7070 -3.3490 1.8094  0.434
C 1.1879 3.9891 -1.3450  -0.710
H -1.3301 2.8291 -0.9446  0.405


no.,calculated total energy (eV),strongest force on any atom (eV Å⁻¹)
1,-38532.6687,0.977
2,-13008.1360,1.674
3,-84383.2470,4.592
4,-15022.7137,2.638
5,-9211.7471,4.429
6,-34719.0605,1.143